Record 1
103
Properties=species:S:1:pos:R:3:forces:R:3 method="wB97M-V/def2-TZVPD" charge=+1 de_lowest_kcal_mol=145.1 orbital_gap_ev="5.13 / 4.52" spin_multiplicity=4 energy_ha=-13116.4402
Mo 0.566 0.709 0.517 -3.6 2.7 -0.3
C -0.928 -3.506 1.302 0.0 0.0 -0.3
C -0.174 -2.905 2.432 -0.1 0.5 -0.8
N 0.103 -3.679 3.451 -0.1 -0.3 -0.1
C 0.728 -3.213 4.526 0.3 0.4 0.3
C 1.020 -1.882 4.720 0.0 0.3 0.1
C 1.647 -1.386 6.000 0.2 -0.2 -0.1
O 0.797 -0.529 6.728 -0.3 0.3 0.2
C 0.702 -0.982 3.668 -0.1 -1.4 -1.0
C 0.734 0.415 3.823 -0.6 1.2 -0.5
N 0.317 1.232 2.857 0.9 -0.9 -0.3
C -0.221 2.447 3.092 -0.3 0.6 0.6
C -0.291 3.200 4.325 0.0 -0.3 0.0
C -0.411 4.540 4.258 -0.1 0.2 0.0
C -0.706 5.280 2.993 0.0 0.0 0.2
C -1.299 4.416 1.873 -0.4 -0.2 -0.1
C -0.549 3.135 1.927 0.3 0.1 -0.7
I -2.260 0.870 0.663 0.1 0.5 0.0
C 0.228 -1.539 2.435 0.5 -0.2 2.7
O 0.208 -0.770 1.390 -0.5 -3.0 0.1
H -1.354 -4.448 1.635 -0.1 0.0 0.1
H -0.256 -3.714 0.473 0.0 0.0 -0.1
H -1.709 -2.836 0.947 0.0 0.0 -0.1
H 0.977 -3.962 5.262 0.1 0.0 0.3
H 2.538 -0.793 5.774 0.0 -0.1 0.1
H 1.950 -2.245 6.607 0.1 0.1 -0.1
H 0.066 -1.041 7.092 0.0 0.0 0.0
H 0.961 0.812 4.809 -0.2 0.1 0.0
H -0.121 2.711 5.271 0.0 0.0 0.1
H -0.339 5.131 5.158 0.0 0.0 0.2
H -1.303 6.168 3.207 0.0 -0.1 -0.1
H -2.379 4.312 1.804 -0.1 -0.1 0.1
Br 3.603 3.772 -1.459 0.2 -0.1 0.0
C 4.291 2.300 -0.491 -1.4 -0.3 0.1
C 5.665 2.208 -0.273 0.6 -0.5 0.3
C 6.187 1.163 0.455 0.1 0.4 -0.2
Br 8.062 1.073 0.701 -0.2 0.0 -0.1
C 5.345 0.186 1.041 -0.3 0.1 -0.1
C 5.774 -0.949 1.755 -0.2 -0.2 0.1
C 4.830 -1.792 2.282 0.3 0.1 0.0
C 3.473 -1.466 2.178 0.0 0.1 -0.2
N 3.036 -0.423 1.508 -0.3 -0.2 0.2
C 3.945 0.344 0.889 0.4 0.4 -0.2
C 3.405 1.368 0.051 2.4 0.1 0.3
O 2.114 1.367 -0.075 2.1 1.4 -1.7
H 6.316 2.962 -0.690 0.0 0.0 0.0
H 6.829 -1.152 1.864 0.0 0.0 0.0
H 5.115 -2.695 2.795 0.1 -0.1 0.1
H 2.732 -2.095 2.643 0.0 -0.2 0.0
F 2.259 -0.943 -1.310 0.0 -0.4 0.1
P 1.616 -2.461 -1.428 -0.4 0.8 -0.2
F 1.940 -2.678 0.141 0.1 -0.3 0.1
F 1.208 -2.131 -2.950 0.2 -0.2 -0.1
F 3.018 -3.051 -1.854 0.0 -0.1 0.0
F 0.869 -3.869 -1.504 0.2 -0.2 0.0
F 0.162 -1.774 -0.966 0.1 -0.2 0.0
Cl -7.501 1.828 -3.524 -0.3 0.1 0.0
C -6.042 0.946 -3.723 0.5 -0.2 -0.1
C -6.012 -0.426 -3.512 0.0 0.1 0.0
C -4.817 -1.095 -3.656 0.0 0.1 0.0
C -3.627 -0.463 -4.026 0.1 0.0 0.0
C -2.426 -1.396 -4.120 0.2 0.0 0.1
C -1.082 -0.795 -4.558 -0.4 -0.8 -0.5
N -0.459 0.063 -3.583 0.0 0.1 0.7
C 0.653 0.812 -3.823 0.6 0.5 0.4
C 1.010 1.371 -2.638 0.4 0.2 -0.7
N 0.132 0.968 -1.665 -0.2 -0.2 0.8
C -0.753 0.196 -2.297 -0.5 -0.3 0.0
O -2.753 -2.426 -5.040 0.0 0.5 -0.1
C -2.319 -3.730 -4.679 0.0 -0.4 0.1
C -3.194 -4.351 -3.625 -0.6 -0.1 -0.6
C -4.435 -4.888 -3.892 0.4 0.0 0.8
Cl -5.171 -5.022 -5.416 -0.2 0.0 -0.3
S -5.231 -5.456 -2.459 0.5 0.3 -0.5
C -3.892 -4.971 -1.504 0.0 0.1 -0.2
C -2.894 -4.410 -2.246 -0.3 -0.2 0.4
C -3.696 0.909 -4.257 -0.3 -0.2 0.1
Cl -2.366 1.899 -4.756 0.1 0.4 -0.2
C -4.886 1.608 -4.093 -0.3 0.0 0.1
H -6.910 -0.954 -3.239 -0.1 -0.1 0.1
H -4.791 -2.160 -3.487 0.0 -0.2 0.0
H -2.296 -1.850 -3.125 0.0 0.0 -0.1
H -1.203 -0.257 -5.500 0.0 0.0 0.2
H -0.397 -1.632 -4.740 -0.1 0.1 0.1
H 1.104 0.876 -4.790 0.1 0.0 -0.2
H 1.818 2.046 -2.441 0.1 -0.1 0.1
H -1.613 -0.254 -1.845 0.0 -0.1 0.1
H -1.280 -3.721 -4.330 0.0 0.0 -0.1
H -2.382 -4.309 -5.603 0.1 0.1 0.1
H -3.918 -5.129 -0.445 0.0 -0.1 0.2
H -1.961 -4.076 -1.828 0.2 0.1 0.1
H -4.904 2.672 -4.266 0.0 0.1 0.0
Br 0.899 7.540 1.939 -0.1 -0.4 0.0
C 0.432 5.639 1.969 -0.1 0.7 -0.2
C -0.514 5.153 0.767 0.1 0.3 0.2
C 0.121 4.127 -0.063 -0.6 -0.3 -0.9
C 0.435 3.010 0.841 0.0 -0.5 0.9
C 1.699 3.576 1.523 0.2 -0.3 0.2
C 1.651 4.795 2.066 0.2 0.1 -0.1
H -0.995 5.979 0.256 -0.1 0.0 0.1
H 0.589 4.306 -1.014 0.1 -0.1 -0.1
H 2.614 3.003 1.584 0.0 0.0 0.0
H 2.520 5.232 2.539 0.1 -0.1 0.1


Record 2
93
Properties=species:S:1:pos:R:3:forces:R:3 method="wB97M-V/def2-TZVPD" charge=+1 orbital_gap_ev="5.97 / 8.28" spin_multiplicity=4 energy_ha=-6961.7857
Cr -0.135 -0.294 0.530 0.4 -0.5 0.5
F -3.285 6.481 -0.643 0.2 -0.1 0.0
C -2.396 5.510 -0.498 0.2 -0.2 0.0
C -1.107 5.786 -0.050 0.0 -0.2 -0.1
F -0.734 7.034 0.202 -0.1 -0.1 0.0
C -0.193 4.749 0.120 -0.2 0.0 -0.1
F 1.035 5.099 0.512 -0.2 0.2 -0.1
C -0.524 3.416 -0.132 -0.1 -0.2 0.2
P 0.659 2.007 0.108 0.2 1.6 -0.6
C 1.743 2.690 1.396 -0.1 -0.4 0.3
C 3.125 2.616 1.268 -0.2 0.0 -0.1
C 3.931 3.179 2.241 0.1 0.0 0.1
C 3.369 3.766 3.364 0.0 0.0 0.0
C 1.992 3.773 3.530 0.0 0.0 0.0
C 1.179 3.239 2.547 0.0 -0.1 -0.2
C 1.558 2.215 -1.464 0.1 -0.4 0.1
C 2.406 3.301 -1.692 0.0 -0.1 0.0
C 3.011 3.441 -2.928 0.0 0.1 0.0
C 2.758 2.533 -3.946 -0.1 -0.1 0.0
C 1.905 1.465 -3.725 0.0 0.1 -0.1
C 1.314 1.303 -2.486 -0.1 0.0 0.2
C -1.801 3.171 -0.641 -0.1 0.2 0.0
Br -2.315 1.433 -1.206 -0.1 0.3 0.1
C -2.724 4.195 -0.816 0.2 -0.2 0.0
F -3.928 3.916 -1.298 -0.1 0.2 0.0
H 3.554 2.139 0.396 0.1 0.1 0.0
H 5.004 3.169 2.114 0.1 0.0 0.0
H 4.000 4.221 4.112 0.1 0.0 0.1
H 1.560 4.198 4.423 -0.1 0.1 0.0
H 0.100 3.278 2.650 0.0 0.0 0.1
H 2.605 4.022 -0.914 0.0 0.0 0.0
H 3.678 4.271 -3.100 0.1 0.1 0.0
H 3.217 2.661 -4.913 0.1 0.0 -0.1
H 1.691 0.756 -4.510 0.0 -0.1 -0.1
H 0.675 0.453 -2.303 0.0 0.1 -0.1
O -1.741 -5.109 -2.395 -0.2 0.2 -0.1
C -1.765 -3.932 -2.184 0.0 -0.3 -0.2
C -0.757 -2.892 -2.710 0.3 0.1 -0.3
O -0.251 -2.815 -3.796 0.1 -0.2 0.2
C -0.635 -2.000 -1.544 -1.5 -0.4 0.8
C -1.743 -2.137 -0.694 1.3 -0.2 -1.1
O -1.686 -1.402 0.369 -0.3 0.6 1.0
C -2.644 -3.201 -1.146 -0.6 -0.1 0.2
O -3.769 -3.477 -0.820 0.3 0.0 0.1
O 0.269 -1.184 -1.154 1.0 0.7 0.2
O 1.865 -0.240 1.155 -1.5 -0.1 -0.4
P 3.036 -0.978 1.757 0.8 -0.5 0.3
C 3.135 -0.631 3.536 0.0 -0.1 -0.6
C 4.030 -1.294 4.369 0.0 -0.1 0.0
C 4.062 -0.996 5.719 0.1 0.0 0.0
C 3.203 -0.039 6.239 -0.1 0.0 0.0
C 2.308 0.616 5.409 0.1 0.1 0.1
C 2.274 0.324 4.059 0.0 0.0 -0.2
C 2.888 -2.769 1.497 0.0 0.6 0.1
C 1.666 -3.311 1.122 -0.1 0.2 0.1
C 1.561 -4.668 0.864 -0.1 0.0 0.0
C 2.669 -5.486 1.018 -0.1 0.0 0.0
C 3.879 -4.953 1.435 0.1 0.0 0.0
C 4.000 -3.592 1.646 -0.1 0.1 0.0
C 4.586 -0.514 0.942 -0.5 -0.2 0.4
C 4.735 -0.899 -0.388 0.0 0.0 -0.1
C 5.948 -0.706 -1.024 0.0 0.0 -0.1
C 7.000 -0.108 -0.345 0.0 0.0 0.0
C 6.831 0.319 0.961 0.1 0.0 0.1
C 5.629 0.107 1.615 -0.1 0.0 0.1
H 4.691 -2.050 3.972 0.1 -0.1 0.0
H 4.756 -1.508 6.367 0.1 -0.1 0.0
H 3.231 0.192 7.291 0.0 0.0 0.1
H 1.650 1.373 5.806 -0.1 0.1 0.1
H 1.584 0.828 3.398 0.0 0.1 0.0
H 0.798 -2.660 1.038 0.1 -0.2 -0.1
H 0.616 -5.083 0.545 -0.1 -0.1 0.0
H 2.582 -6.541 0.812 0.0 -0.1 0.0
H 4.732 -5.595 1.581 0.1 -0.1 0.0
H 4.952 -3.155 1.913 0.1 -0.1 0.0
H 3.907 -1.366 -0.909 0.0 -0.1 -0.1
H 6.084 -1.041 -2.040 0.0 0.0 -0.1
H 7.959 0.000 -0.828 0.0 0.1 -0.1
H 7.648 0.798 1.478 0.1 0.0 0.1
H 5.502 0.408 2.645 0.0 0.0 0.1
C -2.062 -1.618 3.401 0.1 0.1 -0.1
C -2.964 -0.381 3.449 0.1 0.0 -0.1
C -2.128 0.691 2.725 -0.8 0.6 0.0
O -0.808 0.149 2.525 0.5 0.1 -0.8
C -0.682 -0.975 3.404 0.0 -0.8 0.5
H -2.218 -2.156 2.464 0.0 0.0 0.2
H -2.214 -2.301 4.234 0.0 0.1 0.1
H -3.163 -0.081 4.479 0.0 0.0 -0.1
H -3.911 -0.551 2.942 0.0 0.0 0.1
H -2.033 1.610 3.318 0.0 -0.2 -0.2
H -2.544 0.934 1.744 0.1 0.0 0.1
H -0.408 -0.621 4.407 0.0 0.0 -0.2
H 0.116 -1.614 3.024 0.0 0.0 0.1


Record 3
90
Properties=species:S:1:pos:R:3:forces:R:3 method="wB97M-V/def2-TZVPD" charge=+1 de_lowest_kcal_mol=0.0 orbital_gap_ev="7.52 / 7.12" spin_multiplicity=2 energy_ha=-2836.6569
Ru -0.198 0.224 -0.233 -0.1 0.7 0.0
C 4.051 -0.703 0.078 0.0 0.0 0.0
C 4.730 0.500 -0.098 0.0 0.0 0.0
C 3.990 1.631 -0.316 0.0 -0.1 0.0
C 2.585 1.574 -0.365 0.0 0.1 -0.1
N 1.929 0.405 -0.195 -0.1 0.0 0.1
C 2.682 -0.700 0.025 0.0 0.0 0.0
N 1.994 2.795 -0.588 -0.1 -0.1 0.0
C 0.739 3.010 -0.724 0.0 0.1 -0.1
N -0.327 2.134 -0.699 0.1 -0.3 0.1
C -1.507 2.857 -0.773 -0.1 0.1 0.0
N -2.719 2.467 -0.674 0.1 0.0 0.1
C -3.137 1.166 -0.470 -0.1 0.0 -0.1
C -4.532 1.021 -0.456 0.0 -0.1 0.0
C -5.106 -0.214 -0.294 0.0 0.0 0.0
C -4.265 -1.310 -0.141 0.0 0.0 0.0
C -2.907 -1.102 -0.147 0.0 0.0 0.0
N -2.323 0.104 -0.306 0.1 -0.1 0.1
C -1.165 4.282 -0.938 0.0 0.0 0.0
C -1.968 5.400 -1.071 0.1 0.0 0.0
C -1.325 6.627 -1.176 0.0 0.0 0.0
C 0.068 6.722 -1.143 0.0 0.0 0.0
C 0.865 5.591 -1.005 -0.1 0.0 0.0
C 0.213 4.376 -0.906 0.0 0.0 0.0
H 4.568 -1.634 0.261 0.0 0.0 0.0
H 5.810 0.546 -0.064 0.0 0.0 0.0
H 4.441 2.601 -0.463 0.0 0.0 0.0
H 2.146 -1.619 0.177 0.0 0.0 0.0
H -5.118 1.918 -0.590 0.0 0.0 0.0
H -6.182 -0.327 -0.290 0.0 0.0 0.0
H -4.642 -2.314 -0.018 0.0 0.0 0.0
H -2.249 -1.941 -0.010 0.0 0.0 0.0
H -3.045 5.314 -1.093 0.0 0.0 0.0
H -1.911 7.530 -1.287 0.0 0.0 0.0
H 0.533 7.695 -1.229 0.0 0.0 0.0
H 1.944 5.650 -0.975 0.0 0.0 0.0
O 0.339 -3.310 1.661 0.0 0.0 0.0
C 0.126 -3.101 0.495 0.0 -0.1 -0.2
N -0.008 -4.021 -0.526 0.1 -0.1 0.0
C -0.017 -3.409 -1.859 0.0 0.1 0.0
C -0.055 -1.957 -1.409 0.0 0.1 0.1
O -0.141 -0.871 -2.052 0.0 -0.1 -0.1
N -0.029 -1.843 -0.099 0.1 -0.3 0.0
C -1.290 -3.710 -2.645 0.0 0.0 0.0
C -2.360 -4.380 -2.066 0.0 0.0 0.0
C -3.518 -4.603 -2.801 0.0 0.0 0.0
C -3.615 -4.150 -4.106 0.0 0.0 0.0
C -2.547 -3.473 -4.682 0.0 0.0 0.0
C -1.388 -3.256 -3.957 0.0 0.0 0.0
C 1.249 -3.754 -2.632 0.0 0.0 0.0
C 1.432 -5.078 -3.025 0.0 0.0 0.0
C 2.593 -5.462 -3.672 0.0 0.0 0.0
C 3.581 -4.524 -3.943 0.0 0.0 0.0
C 3.396 -3.203 -3.571 0.0 0.0 0.0
C 2.233 -2.816 -2.915 0.0 0.0 0.0
H 0.343 -4.956 -0.390 0.0 0.0 0.0
H -2.287 -4.735 -1.047 0.0 0.0 0.0
H -4.343 -5.139 -2.349 0.0 0.0 0.0
H -4.515 -4.329 -4.679 0.0 0.0 0.0
H -2.616 -3.118 -5.702 0.0 0.0 0.0
H -0.556 -2.730 -4.410 0.0 0.0 0.0
H 0.650 -5.807 -2.842 0.0 0.0 0.0
H 2.724 -6.493 -3.974 0.0 0.0 0.0
H 4.487 -4.824 -4.453 0.0 0.0 0.0
H 4.154 -2.464 -3.796 0.0 0.0 0.0
H 2.093 -1.775 -2.657 0.0 0.0 0.0
O -0.437 0.642 1.722 0.1 -0.1 0.0
S 0.779 0.600 2.687 -0.1 -0.1 -0.2
C 1.192 2.323 2.844 0.0 0.0 0.1
C 2.466 2.642 3.289 0.0 0.0 0.0
C 2.825 3.979 3.372 0.0 0.0 0.0
C 1.923 4.963 2.992 0.0 0.0 0.0
C 0.657 4.623 2.532 0.0 0.0 0.0
C 0.277 3.293 2.460 0.0 0.0 0.1
C 0.010 0.176 4.224 0.0 0.1 0.0
C -1.350 0.365 4.411 0.0 0.0 0.1
C -1.898 0.012 5.634 0.0 0.0 0.0
C -1.092 -0.513 6.637 0.0 0.0 0.0
C 0.266 -0.702 6.425 0.0 0.0 0.0
C 0.828 -0.365 5.204 0.0 0.0 0.0
H 3.172 1.864 3.552 0.0 0.0 0.0
H 3.813 4.249 3.718 0.0 0.0 0.0
H 2.212 6.004 3.046 0.0 0.0 0.0
H -0.037 5.395 2.224 0.0 0.0 0.0
H -0.701 3.009 2.094 0.0 0.0 0.0
H -1.963 0.764 3.615 0.0 0.0 0.0
H -2.958 0.145 5.804 0.0 0.0 0.0
H -1.529 -0.785 7.588 0.0 0.0 0.0
H 0.885 -1.127 7.203 0.0 0.0 0.0
H 1.881 -0.537 5.017 0.0 0.0 0.0